Entry 1:
# C55H50N7O2P2PbSSi2

A molecular structure, C55H50N7O2P2PbSSi2 (ωB97M-V/def2-TZVPD, the Open Molecules 2025 dataset).

Orbital gap in hartree: 0.1762
E_LUMO in eV: 1.89
Maximum force in eV Å⁻¹: 1.5
Calculated total energy in eV: -122784.3193
Net charge: -1

CARTESIAN COORDINATES (ANGSTROEM)
Pb 1.73371 -0.19915 0.81434
O 0.27813 4.00152 0.38299
S -0.48260 2.72949 0.30951
C -1.09044 2.63711 -1.41257
C -2.08392 3.51003 -1.84546
C -2.48986 3.51302 -3.16523
C -1.89076 2.65331 -4.07294
C -0.88963 1.79964 -3.65313
C -0.46291 1.77721 -2.32174
P 0.85895 0.56052 -1.83001
C 0.00607 -0.88155 -2.59031
C -0.98119 -1.50005 -1.82831
C -1.76986 -2.50163 -2.37098
C -1.55891 -2.91427 -3.67863
C -0.54589 -2.33511 -4.42958
C 0.23015 -1.31874 -3.89261
C 2.16531 0.96196 -3.05856
C 2.20475 2.14006 -3.79991
C 3.28571 2.41072 -4.62792
C 4.34355 1.51910 -4.71592
C 4.31791 0.35116 -3.96621
C 3.24633 0.08244 -3.13404
C -2.14368 3.15161 0.94247
C -2.35795 4.46885 1.30484
C -3.62240 4.87468 1.70218
C -4.66560 3.96320 1.68647
C -4.44859 2.64214 1.32536
C -3.17494 2.19399 0.97562
P -2.72166 0.48144 0.50270
C -3.01813 -0.50356 1.95797
C -3.20496 -2.70779 1.29517
C -3.79447 -3.41995 3.67467
C -3.69467 -2.34687 4.48264
C -3.89040 -0.93663 4.26213
C -3.64098 -0.16022 3.14210
C -4.23879 -0.00636 -0.54635
C -4.13344 0.45895 -1.93227
C -5.19713 0.51888 -2.75098
C -6.54000 0.32961 -2.26051
C -6.77921 0.09869 -0.95832
C -5.68974 -0.20640 -0.03970
H -2.55730 4.17257 -1.13443
H -3.28460 4.17570 -3.48311
H -2.19676 2.65548 -5.11160
H -0.41028 1.15012 -4.37296
H -1.13266 -1.18768 -0.80297
H -2.55454 -2.94762 -1.77235
H -2.17428 -3.69424 -4.10908
H -0.36603 -2.66577 -5.44541
H 1.01819 -0.87074 -4.48609
H 1.40002 2.85860 -3.72250
H 3.30101 3.33653 -5.18954
H 5.18992 1.73917 -5.35395
H 5.14969 -0.34092 -4.00534
H 3.25445 -0.80520 -2.51511
H -1.52171 5.15706 1.25574
H -3.79919 5.90212 1.99346
H -5.66359 4.28220 1.96153
H -5.28579 1.96080 1.30586
H -2.65349 -3.42382 0.67995
H -3.66356 -4.41131 4.09690
H -3.54393 -2.61393 5.53170
H -4.29240 -0.40795 5.12492
H -3.96196 0.87626 3.18732
H -3.15919 0.82549 -2.24206
H -5.06812 0.85306 -3.77374
H -7.35839 0.51900 -2.94411
H -7.77682 0.16267 -0.54170
H -5.88840 -0.07576 1.02174
C 2.81056 -4.03201 1.01217
Si 2.72736 -2.49094 -0.15714
C 2.06836 -3.37200 -1.73674
C 4.58485 -2.16131 -0.58290
C 5.39422 -3.22184 -1.00117
C 6.74111 -3.05267 -1.28084
C 7.30403 -1.78745 -1.17367
C 6.51356 -0.72372 -0.76948
C 5.16160 -0.88288 -0.45225
Si 4.19041 0.60943 0.28650
C 4.52605 2.10457 -0.87258
C 5.21989 0.98671 1.86065
H 3.83323 -4.26526 1.31570
H 2.40644 -4.90955 0.50406
H 2.21910 -3.88757 1.91835
H 2.65651 -4.26414 -1.96519
H 2.07815 -2.73792 -2.62181
H 1.03258 -3.68938 -1.58784
H 4.95728 -4.21198 -1.09723
H 7.35226 -3.90035 -1.57013
H 8.35611 -1.63822 -1.38982
H 6.96080 0.26245 -0.68016
H 4.87618 1.77701 -1.85307
H 5.27936 2.77536 -0.45464
H 3.61981 2.69244 -1.03219
H 6.24725 1.28141 1.63379
H 5.26523 0.12060 2.52361
H 4.74991 1.79916 2.42145
N 1.21782 1.68256 5.42976
C 0.80051 2.95674 5.16980
C 1.11119 3.18748 3.86089
N 1.68436 2.08069 3.30962
C 1.72138 1.18125 4.26430
C 2.33664 -0.12730 4.18664
N 2.69211 -0.78045 3.09897
C 3.37607 -1.88982 3.51360
C 3.40449 -1.93389 4.87310
N 2.74230 -0.80855 5.29313
H 0.92732 1.13786 6.22198
H 0.32929 3.57310 5.91461
H 0.96044 4.08396 3.28575
H 3.79908 -2.57730 2.80365
H 3.82002 -2.64735 5.56097
H 2.60588 -0.52892 6.24669
O -2.34139 -1.75512 1.80533
N -4.07622 -3.43736 2.28223
C -5.20047 -2.72319 1.71349
C -6.54885 -2.75226 2.10044
N -7.65316 -2.73935 2.43545
C -4.48899 -2.10731 0.74296
N -4.82014 -1.32829 -0.34285



Entry 2:
# C55H51I2N7O2TeTi

A molecular structure, C55H51I2N7O2TeTi (ωB97M-V/def2-TZVPD, the Open Molecules 2025 dataset).

Orbital gap (alpha / beta) in hartree: 0.1849 / 0.1531
E_LUMO (alpha / beta) in eV: 1.99 / 1.27
Maximum force in eV Å⁻¹: 2.3
Multiplicity: 2
Calculated total energy in eV: -119002.2197
Net charge: -1

CARTESIAN COORDINATES (ANGSTROEM)
Ti 1.72349 -0.25177 -0.97028
C 0.26307 4.56567 2.65165
C 1.12195 4.48446 1.56658
C 1.58194 3.26538 1.11215
C 1.21079 2.05860 1.73661
C 0.32456 2.16696 2.83488
C -0.13716 3.38997 3.27290
N 1.59824 0.84331 1.24780
C 1.77837 -0.20986 2.08847
C 2.36421 -0.12644 3.36160
C 2.60479 -1.26448 4.10643
C 2.22015 -2.51681 3.63470
C 1.62560 -2.63955 2.39720
C 1.43858 -1.50979 1.58976
N 0.93417 -1.52540 0.33728
N 0.30079 -2.61210 -0.10439
C -0.02080 -2.49513 -1.39561
C -0.82334 -3.45824 -2.04884
C -1.18081 -3.25730 -3.35515
C -0.72665 -2.11086 -4.02045
C 0.09470 -1.23599 -3.34234
N 0.45377 -1.41337 -2.07718
H -0.09484 5.52162 3.00481
H 1.43919 5.38896 1.06602
H 2.23086 3.25756 0.24277
H 0.01001 1.26213 3.34052
H -0.82445 3.42814 4.10698
H 2.66827 0.84360 3.73971
H 3.11094 -1.18554 5.05981
H 2.40578 -3.39692 4.23614
H 1.33846 -3.60198 1.99918
H -1.13332 -4.33302 -1.49996
H -1.79871 -3.97464 -3.87713
H -0.97492 -1.93234 -5.05392
H 0.50660 -0.35385 -3.82452
I 8.27916 0.25091 -5.34137
C 6.42716 -0.08031 -4.36409
C 5.62522 -1.13584 -4.76366
C 4.42948 -1.31074 -4.11699
I 3.13285 -2.90067 -4.61311
C 3.93862 -0.46070 -3.09571
O 2.77027 -0.65155 -2.62252
C 4.82791 0.57766 -2.69633
C 4.35913 1.54320 -1.64588
N 3.68227 0.89669 -0.52784
C 4.57131 0.18569 0.37794
C 4.52190 -1.29904 0.12427
C 5.58746 -2.10532 0.46216
C 5.52496 -3.47460 0.20408
C 4.37165 -3.95533 -0.41604
C 3.34681 -3.08351 -0.70657
N 3.38555 -1.76226 -0.43105
C 6.03909 0.75739 -3.33236
H 5.92967 -1.80741 -5.55218
H 5.21619 2.14791 -1.29617
H 3.62547 2.21142 -2.11465
H 3.17396 1.60776 -0.00659
H 5.60905 0.54232 0.27423
H 4.25188 0.35838 1.41443
H 6.46746 -1.66776 0.91167
H 6.34731 -4.12734 0.45079
H 4.28177 -5.00075 -0.67711
H 2.44776 -3.44423 -1.19145
H 6.68233 1.57249 -3.02513
C -5.88559 0.92016 5.72310
C -4.89675 0.75750 4.60621
C -5.09301 1.36237 3.37307
C -4.19134 1.18691 2.33367
C -4.44376 1.88763 1.03282
C -3.05978 0.38282 2.49475
Te -1.40606 0.23336 0.88990
N -0.16667 0.70801 -0.78419
C 0.31423 1.73781 -1.39501
O 1.46340 1.54834 -1.94039
C -0.37544 3.02696 -1.60126
C -1.21211 3.59773 -0.64168
C -1.92596 4.74177 -0.94209
C -1.82990 5.31991 -2.20075
C -0.96499 4.77861 -3.14144
C -0.23091 3.65119 -2.84228
C -2.72322 -0.84322 -0.42943
C -3.11863 -2.13666 -0.07628
C -2.70094 -2.73769 1.22656
C -3.90768 -2.88002 -0.94313
C -4.29766 -2.38850 -2.17656
C -5.15193 -3.18936 -3.11200
C -3.89343 -1.11157 -2.51942
C -3.12806 -0.33078 -1.66225
C -2.79843 1.05642 -2.10819
C -2.83854 -0.19385 3.75069
C -1.64048 -1.05187 4.06867
C -3.75994 -0.01303 4.77554
H -6.51587 1.79181 5.56256
H -5.37226 1.02788 6.67702
H -6.52919 0.04140 5.78412
H -5.96642 1.98543 3.22923
H -5.37241 2.45323 1.07508
H -4.50785 1.17037 0.21808
H -3.62871 2.57778 0.81613
H -1.28357 3.13741 0.34044
H -2.56793 5.18073 -0.19161
H -2.42297 6.19008 -2.44730
H -0.87332 5.23528 -4.11691
H 0.44369 3.21517 -3.56697
H -1.61211 -2.80815 1.26073
H -3.11652 -3.73754 1.33840
H -3.04491 -2.11398 2.04833
H -4.21862 -3.87270 -0.64554
H -5.28926 -4.20295 -2.74574
H -4.69820 -3.23131 -4.10018
H -6.13215 -2.72338 -3.21221
H -4.18166 -0.69615 -3.47517
H -3.63387 1.48546 -2.66013
H -1.92759 1.04447 -2.76322
H -2.57088 1.68541 -1.25102
H -0.94254 -1.10323 3.23350
H -1.95901 -2.06541 4.31822
H -1.11641 -0.65042 4.93672
H -3.58385 -0.49305 5.73183